(1)
Here is a molecular structure, C3H4GaO3 at a distorted geometry from the OMol25 dataset. Energies are from wB97M-V/def2-TZVPD.

Each line ends with the Mulliken charge.
Positions of all 11 atoms, in Å:
O (1.77478, -0.56962, 2.25912)  -0.402
C (1.36079, -1.09211, 1.29460)  0.793
C (0.99699, -1.45685, 0.08694)  -1.070
H (-1.37070, -0.05480, 0.30944)  0.265
H (1.21447, -2.47530, -0.23727)  0.243
H (0.50030, -0.70012, -0.55941)  0.437
O (-1.07316, 2.00252, 0.25110)  -0.373
C (-1.31963, 0.81382, -0.42743)  -0.026
O (-0.29725, 0.57235, -1.34329)  -0.427
Ga (0.51091, 2.08202, -0.66929)  0.337
H (-2.29751, 0.87808, -0.96450)  0.224

Its HOMO energy (alpha / beta) is -8.97 / -8.97 eV. Its electronic energy is -2267.11480 hartree. The spin multiplicity is 2. The value obtained for the energy relative to the best compared isomer or geometry (same formula, charge and spin) is 39.74 kcal/mol. The max |F| comes out at 0.0622 hartree/bohr. The gap between HOMO and LUMO (alpha / beta) comes out at 8.92 / 6.05 eV. For the molecular weight, the calculation gives 157.78 g/mol.

***

(2)
Here is 14 unconnected molecules or ions with the total composition C39H67N18O19 at a distorted geometry from the OMol25 dataset. Energies are from wB97M-V/def2-TZVPD.

Each line ends with the Mulliken charge.
Positions of all 143 atoms, in Å:
C (-2.00585, 0.51086, 0.66201)  -1.038
C (-1.31377, -0.73852, 0.11197)  0.759
N (-0.46685, -0.36742, -1.00560)  1.767
C (0.90552, -0.16657, -0.85327)  -0.965
C (1.32846, 0.00832, -2.13019)  -0.994
N (0.26086, -0.02686, -2.97563)  0.880
C (-0.77911, -0.49287, -2.27101)  -1.439
C (0.22447, 0.14130, -4.40572)  -0.943
H (-1.31771, 1.32496, 0.88523)  0.228
H (-2.68557, 0.25873, 1.46755)  0.479
H (-2.68448, 0.95974, -0.07527)  0.034
H (-2.02631, -1.50003, -0.19279)  -0.501
H (-0.67662, -1.15542, 0.88574)  -0.249
H (1.36674, -0.28377, 0.11862)  0.721
H (2.34294, 0.10666, -2.48142)  0.780
H (-1.73446, -0.82276, -2.65537)  0.604
H (1.21810, 0.18276, -4.85414)  0.440
H (-0.27591, 1.04602, -4.74912)  -0.036
H (-0.20907, -0.75752, -4.84933)  0.409
C (1.95214, -2.39825, 2.63747)  0.530
O (1.59401, -3.41026, 1.88979)  -1.133
O (2.90360, -1.64000, 2.20042)  -0.940
O (1.29912, -2.17613, 3.73261)  -0.890
C (-0.91934, 4.59320, 1.02649)  -0.331
C (-1.61746, 5.39549, 1.92154)  -0.941
C (-2.93048, 5.74955, 1.61782)  0.934
C (-3.57506, 5.25901, 0.49210)  -0.801
C (-2.79198, 4.56983, -0.42720)  0.466
C (-1.46142, 4.26439, -0.21961)  -0.148
O (-0.82026, 3.38323, -1.06191)  -0.308
O (-3.67550, 6.55817, 2.47234)  -0.572
H (0.01952, 4.13403, 1.31234)  0.627
H (-1.15946, 5.70342, 2.84953)  0.418
H (-4.63148, 5.36710, 0.28566)  0.281
H (-3.26701, 4.14351, -1.30650)  0.054
H (-1.40620, 3.26760, -1.82571)  0.032
H (-4.37542, 6.90284, 1.91162)  0.295
C (5.32837, 3.60362, 3.20322)  -0.367
C (4.62301, 2.92401, 2.21489)  -0.834
C (4.00083, 1.73639, 2.60842)  0.290
C (4.12300, 1.26966, 3.91394)  -0.480
C (4.75940, 2.02532, 4.88863)  -0.387
C (5.41949, 3.18807, 4.51142)  0.375
O (6.16933, 3.93074, 5.40556)  -0.577
O (3.20954, 1.05064, 1.73254)  -0.002
H (5.71448, 4.57393, 2.90550)  0.348
H (4.50684, 3.32432, 1.21887)  0.500
H (3.49243, 0.44672, 4.23025)  0.334
H (4.69817, 1.71962, 5.92595)  0.350
H (5.70954, 4.02047, 6.24451)  0.308
H (3.30041, 0.07997, 1.91644)  0.202
C (7.97890, -0.72826, -2.70670)  -0.758
C (6.61166, -0.74653, -2.41919)  -0.262
C (6.09142, 0.31299, -1.70419)  0.617
C (6.82121, 1.46519, -1.44140)  -0.677
C (8.12135, 1.54196, -1.93404)  -0.519
C (8.68543, 0.46349, -2.61703)  0.575
O (10.04079, 0.56958, -2.83132)  -0.546
O (4.77446, 0.25970, -1.30599)  -0.145
H (8.34223, -1.55998, -3.30194)  0.245
H (6.02820, -1.53563, -2.87139)  0.340
H (6.41976, 2.23612, -0.79757)  0.352
H (8.69294, 2.45843, -1.87414)  0.384
H (10.37249, -0.25409, -3.20403)  0.285
H (4.53514, 0.84786, -0.57299)  0.049
C (-3.26110, 0.05365, 6.03607)  -0.575
C (-2.06195, 0.32534, 5.40987)  -0.207
C (-0.90523, -0.43281, 5.63418)  -0.260
C (-0.91230, -1.40734, 6.64284)  -0.271
C (-2.12466, -1.67837, 7.26489)  -0.320
C (-3.26140, -0.93762, 7.00903)  0.356
O (-4.48107, -1.40736, 7.51140)  -0.551
O (0.14681, -0.07054, 4.87828)  -0.452
H (-4.20381, 0.54938, 5.84543)  0.386
H (-2.02415, 0.92080, 4.50596)  0.381
H (0.02796, -1.87164, 6.90333)  0.450
H (-2.23312, -2.41374, 8.05459)  0.321
H (-4.63663, -1.07517, 8.40068)  0.323
H (0.76026, -0.77844, 4.49803)  0.399
C (-6.17526, 0.62309, 0.51422)  0.454
O (-5.45615, 1.62948, 0.32286)  -0.618
N (-7.20518, 0.57779, 1.42617)  -0.424
N (-5.99672, -0.48192, -0.27489)  -0.077
H (-7.87595, -0.16726, 1.40830)  0.152
H (-7.18970, 1.09533, 2.28337)  0.246
H (-5.35220, -0.37812, -1.04812)  0.033
H (-6.66973, -1.22364, -0.33446)  0.217
C (-4.03805, 1.15701, -3.19285)  0.382
O (-3.98360, 0.10125, -2.56527)  -0.457
N (-4.44261, 2.29647, -2.53944)  -0.146
N (-3.76867, 1.32574, -4.50530)  -0.397
H (-4.72990, 2.27918, -1.57127)  0.043
H (-4.79936, 3.04814, -3.10208)  0.200
H (-3.64024, 2.26741, -4.81180)  0.148
H (-3.34783, 0.57214, -5.01537)  0.246
C (-1.58502, 4.35766, -4.63502)  0.623
O (-1.82027, 3.16149, -4.40948)  -0.510
N (-0.52471, 4.80103, -5.39186)  -0.446
N (-2.35241, 5.38713, -4.13148)  -0.353
H (0.09521, 4.18351, -5.87911)  0.211
H (-0.23726, 5.75814, -5.32393)  0.153
H (-2.12665, 6.36394, -4.13720)  0.163
H (-3.31938, 5.26069, -3.89427)  0.192
C (-5.10133, -3.74182, -2.07661)  0.478
O (-5.23236, -4.00505, -3.26637)  -0.657
N (-6.21922, -3.56707, -1.22563)  -0.463
N (-3.92569, -3.48274, -1.40019)  -0.068
H (-7.01836, -4.09421, -1.55112)  0.223
H (-5.99986, -3.74819, -0.25850)  0.250
H (-3.95003, -2.86275, -0.61256)  0.202
H (-3.00962, -3.59129, -1.83819)  0.065
C (4.17802, -3.36398, -0.77167)  0.373
O (4.86640, -3.76341, -1.72517)  -0.761
N (3.44649, -2.18801, -0.78739)  0.837
N (3.99577, -4.06041, 0.41237)  -0.352
H (3.79890, -1.39718, -1.31543)  -0.273
H (3.02109, -1.89199, 0.09906)  -0.253
H (3.20473, -3.80492, 1.02704)  0.250
H (4.25481, -5.03094, 0.32080)  0.255
C (0.87782, -3.04822, -5.64360)  0.596
O (-0.17669, -3.35226, -6.21226)  -0.629
N (1.43355, -3.83888, -4.66283)  -0.508
N (1.74908, -2.07900, -6.12457)  -0.347
H (2.22782, -3.57060, -4.10273)  0.204
H (1.09382, -4.77189, -4.50734)  0.196
H (1.37339, -1.36336, -6.71578)  0.236
H (2.73749, -2.18914, -6.01659)  0.192
C (-2.02940, -4.00655, 3.33274)  0.530
O (-3.16959, -4.43706, 3.59477)  -0.773
N (-1.69020, -2.71267, 3.70939)  0.094
N (-0.88792, -4.70597, 2.98739)  -0.309
H (-2.25449, -2.21237, 4.36734)  0.016
H (-0.71138, -2.44916, 3.62808)  0.160
H (-0.03804, -4.17289, 2.82625)  0.192
H (-0.89705, -5.68968, 3.17510)  0.187
C (-0.39699, -4.16073, -1.28490)  0.311
O (-1.35936, -4.64088, -1.93130)  -0.855
N (-0.21212, -4.31774, 0.06958)  -0.088
N (0.69652, -3.51138, -1.85130)  0.214
H (0.56702, -3.87929, 0.55094)  0.322
H (-0.89546, -4.80730, 0.61993)  0.265
H (1.38654, -3.06264, -1.26604)  -0.027
H (0.79833, -3.31679, -2.83825)  0.195

Its HOMO energy is -4.96 eV. Its electronic energy is -3941.88100 hartree. The value obtained for the energy relative to the best compared isomer or geometry (same formula, charge and spin) is 0.00 kcal/mol. The max |F| comes out at 0.0639 hartree/bohr. The gap between HOMO and LUMO comes out at 5.95 eV. For the molecular weight, the calculation gives 1092.07 g/mol. The net charge is -1.

***

(3)
Here is a molecular structure, C3H11MoN2 at a distorted geometry from the OMol25 dataset. Energies are from wB97M-V/def2-TZVPD.

Each line ends with the Mulliken charge.
Positions of all 17 atoms, in Å:
C (2.13155, 1.08236, -0.62099)  -1.008
Mo (0.75261, 0.79449, 0.94219)  0.544
N (-1.08604, 0.72823, 2.26907)  -0.815
H (0.10103, 2.23181, 0.70708)  0.223
H (-1.90467, 0.59991, 1.65694)  0.328
H (0.66348, 1.52320, 2.41309)  0.197
H (2.24748, 2.19131, -0.77436)  0.292
H (1.87063, 0.64404, -1.57102)  0.255
H (3.11009, 0.64320, -0.32772)  0.323
H (-1.02337, -0.02622, 2.93986)  0.310
H (-1.21664, 1.58633, 2.78673)  0.339
C (-1.11796, -2.31866, -2.04143)  -0.827
C (-0.56307, -1.32081, -1.15069)  0.345
N (-0.15707, -0.56565, -0.35729)  -0.405
H (-0.74416, -3.32717, -1.78945)  0.297
H (-0.84506, -2.11570, -3.09148)  0.300
H (-2.21883, -2.35068, -1.99053)  0.303

Its HOMO energy (alpha / beta) is -12.65 / -13.41 eV. Its electronic energy is -298.21443 hartree. The spin multiplicity is 3. The value obtained for the energy relative to the best compared isomer or geometry (same formula, charge and spin) is 0.00 kcal/mol. The max |F| comes out at 0.0696 hartree/bohr. The gap between HOMO and LUMO (alpha / beta) comes out at 7.86 / 8.91 eV. For the molecular weight, the calculation gives 171.07 g/mol. The net charge is +1.

***

(4)
Here is a molecular structure, AlH6LaO4P2 at a distorted geometry from the OMol25 dataset. Energies are from wB97M-V/def2-TZVPD.

Each line ends with the Mulliken charge.
Positions of all 14 atoms, in Å:
O (3.40282, -0.21375, 0.01808)  -0.449
P (1.95857, -0.39607, -0.07735)  0.387
Al (0.49030, 1.59508, -0.37264)  0.480
P (-1.42298, 0.11901, -0.88428)  0.652
O (-2.29970, 0.01247, -2.06130)  -0.394
O (-0.78096, -1.63125, -0.43434)  -0.578
O (-2.37673, 0.41215, 0.57757)  -0.530
H (1.22148, -1.05558, 1.24084)  -0.003
H (1.63943, -1.46666, -0.92626)  0.205
H (-0.00612, 2.13869, 1.05148)  -0.085
H (0.91196, 2.68467, -1.38590)  -0.046
H (0.00965, -1.53577, 0.11276)  0.125
H (-1.78289, 0.67728, 1.28848)  0.267
La (-0.96483, -1.34028, 1.85285)  1.970

Its HOMO energy is -17.64 eV. Its electronic energy is -1260.50941 hartree. The max |F| comes out at 0.0701 hartree/bohr. The gap between HOMO and LUMO comes out at 6.48 eV. For the molecular weight, the calculation gives 297.88 g/mol. The net charge is +2.

***

(5)
Here is a gas-phase ion, C4H12NOS (charge +1) at a distorted geometry from the OMol25 dataset. Energies are from wB97M-V/def2-TZVPD.

Each line ends with the Mulliken charge.
Positions of all 19 atoms, in Å:
C (-0.72971, -1.20883, -1.02128)  -1.582
C (-0.79247, -0.03322, -0.03154)  -0.198
N (-1.44311, 1.21739, -0.67873)  -0.362
C (0.60981, 0.58153, 0.47632)  0.537
C (1.29062, -0.56376, 1.36757)  -1.476
O (0.14775, 1.68892, 1.26715)  -0.509
S (1.68170, 1.21322, -0.81600)  -0.169
H (-0.16752, -1.05021, -1.85616)  0.425
H (-0.30026, -2.01901, -0.48515)  0.428
H (-1.62784, -1.34491, -1.44452)  0.509
H (-1.28881, -0.32465, 0.94641)  0.368
H (-1.60183, 2.05662, 0.08882)  0.436
H (-2.34899, 0.92265, -1.17605)  0.396
H (-0.80959, 1.51904, -1.45566)  0.351
H (2.19765, -0.08375, 1.79247)  0.425
H (1.72797, -1.31296, 0.70578)  0.423
H (0.47410, -0.92753, 1.90857)  0.429
H (0.79595, 2.20812, 1.66115)  0.359
H (2.87392, 0.92317, -0.11036)  0.210

Its HOMO energy is -13.49 eV. Its electronic energy is -687.49629 hartree. The value obtained for the energy relative to the best compared isomer or geometry (same formula, charge and spin) is 30.89 kcal/mol. The max |F| comes out at 0.0804 hartree/bohr. As for the structure (SMILES): C[C@H]([NH3+])[C@](C)(O)S. The gap between HOMO and LUMO comes out at 9.95 eV. For the molecular weight, the calculation gives 122.21 g/mol. The net charge is +1.

***

(6)
Here is 2 unconnected molecules or ions with the total composition C36H28F6OP at a distorted geometry from the OMol25 dataset. Energies are from wB97M-V/def2-TZVPD.

Each line ends with the Mulliken charge.
Positions of all 72 atoms, in Å:
F (5.09720, -0.13815, -4.12523)  -0.246
C (5.28533, 0.54066, -2.94748)  0.782
F (5.99421, -0.28009, -2.11603)  -0.257
F (6.09119, 1.61251, -3.23358)  -0.232
C (3.98157, 0.98146, -2.35824)  0.430
C (3.75827, 0.84728, -0.98965)  -0.935
C (2.53819, 1.22832, -0.47793)  0.008
C (1.49757, 1.75361, -1.30202)  0.628
C (0.26310, 2.11837, -0.69447)  -0.321
C (-0.75364, 2.88537, -1.35558)  0.898
C (-1.17020, 2.60882, -2.68351)  -0.294
C (-2.06425, 3.43783, -3.34041)  -1.038
C (-2.59449, 4.53600, -2.67578)  0.351
C (-3.47000, 5.48867, -3.43694)  0.763
F (-4.55406, 5.89067, -2.70355)  -0.249
F (-2.77697, 6.61966, -3.78888)  -0.230
F (-3.95021, 4.94437, -4.59707)  -0.260
C (-2.29287, 4.78948, -1.33737)  -1.018
C (-1.40029, 3.96412, -0.68138)  -0.382
C (1.82054, 1.96332, -2.67583)  -0.410
C (3.03425, 1.55661, -3.19844)  -1.445
H (4.54011, 0.45355, -0.34427)  0.565
H (2.34718, 1.10881, 0.59169)  -0.057
H (0.26713, 2.13347, 0.39534)  0.668
H (-0.79493, 1.72378, -3.20148)  0.716
H (-2.34106, 3.24064, -4.37166)  0.495
H (-2.75452, 5.63463, -0.82660)  0.435
H (-1.15524, 4.15300, 0.36663)  0.424
H (1.10822, 2.43425, -3.34575)  0.685
H (3.25819, 1.68780, -4.25385)  0.443
C (-3.56449, 0.47644, -0.65903)  -0.970
C (-2.68664, -0.64545, -0.13496)  0.308
C (-1.38488, -0.27902, 0.34107)  -0.639
P (-0.54911, -1.47601, 1.29579)  2.363
C (-1.38767, -2.16613, 2.75217)  0.081
C (-2.28963, -3.23309, 2.59588)  -0.066
C (-2.84152, -3.86434, 3.71072)  -0.747
C (-2.52516, -3.41100, 4.99597)  -0.476
C (-1.67544, -2.31430, 5.15718)  -0.775
C (-1.12856, -1.67544, 4.04237)  -0.204
C (-0.09853, -2.92242, 0.32837)  -0.066
C (0.21031, -4.12849, 0.98018)  -0.065
C (0.49230, -5.27252, 0.23479)  -0.814
C (0.44892, -5.22202, -1.16217)  -0.544
C (0.15513, -4.01923, -1.81217)  -0.693
C (-0.09784, -2.86013, -1.07378)  -0.528
C (0.96720, -0.73231, 1.91860)  1.123
C (2.20797, -1.37369, 1.78917)  -0.567
C (3.34842, -0.80201, 2.35697)  -0.840
C (3.25529, 0.40594, 3.05407)  -0.657
C (2.02887, 1.06917, 3.15159)  -1.278
C (0.88358, 0.50495, 2.58137)  -0.717
O (-3.12378, -1.81878, -0.14582)  -0.627
H (-3.03379, 1.43471, -0.68449)  0.071
H (-3.90553, 0.21901, -1.66856)  0.305
H (-4.44672, 0.56292, -0.01065)  0.344
H (-1.09112, 0.75851, 0.38068)  0.317
H (-2.55814, -3.56610, 1.59315)  0.468
H (-3.51292, -4.71455, 3.57038)  0.403
H (-2.94534, -3.91217, 5.87041)  0.391
H (-1.42658, -1.94919, 6.15538)  0.416
H (-0.48309, -0.81266, 4.17529)  0.263
H (0.19939, -4.18161, 2.07005)  0.529
H (0.73264, -6.20010, 0.75578)  0.421
H (0.64315, -6.12338, -1.74225)  0.406
H (0.11608, -3.97763, -2.90158)  0.420
H (-0.32833, -1.91477, -1.56844)  0.333
H (2.27297, -2.32574, 1.25824)  0.369
H (4.30782, -1.31330, 2.26409)  0.505
H (4.13969, 0.82894, 3.53053)  0.428
H (1.94729, 2.01816, 3.68501)  0.416
H (-0.08175, 1.01000, 2.67796)  0.675

Its HOMO energy is -10.57 eV. Its electronic energy is -2404.16904 hartree. The max |F| comes out at 0.0410 hartree/bohr. The gap between HOMO and LUMO comes out at 4.45 eV. For the molecular weight, the calculation gives 621.58 g/mol. The net charge is +1.